The following is a DFT calculation (wB97M-V/def2-TZVPD) of a structure of composition C26H43CoN2O3S4SbSe2.

Geometry as XYZ:
```
82
Properties=species:S:1:pos:R:3:mulliken_charge:R:1
Co 0.830 0.434 0.174 0.313
S 3.651 -0.749 1.842 -0.382
C 3.792 0.005 0.361 -0.020
N 2.883 0.700 -0.318 0.188
C 3.414 1.311 -1.443 -0.865
C 2.762 2.238 -2.263 0.131
C 3.432 2.788 -3.343 -0.812
C 4.746 2.428 -3.646 -0.462
C 5.414 1.524 -2.833 -0.408
C 4.755 0.991 -1.734 1.165
S 5.360 -0.056 -0.492 -0.363
H 1.753 2.529 -2.024 0.068
H 2.921 3.516 -3.964 0.354
H 5.249 2.863 -4.502 0.333
H 6.444 1.254 -3.038 0.366
O -2.635 2.579 1.475 -0.228
C -1.994 3.372 2.445 -1.461
C -0.723 2.768 3.070 1.880
C -0.590 3.496 4.422 -1.049
O 0.653 3.316 5.091 -0.558
C -0.886 1.272 3.374 -1.211
Se -0.625 -0.140 2.020 -0.490
C 0.526 3.078 2.238 -1.132
Se 0.356 2.792 0.306 -0.564
H -1.938 2.356 0.826 -0.023
H -2.736 3.530 3.239 0.413
H -1.732 4.360 2.034 0.181
H -1.407 3.167 5.079 0.387
H -0.702 4.575 4.260 0.420
H 1.056 2.509 4.753 0.367
H -1.893 1.117 3.773 0.338
H -0.191 1.006 4.176 0.475
H 1.366 2.462 2.564 0.345
H 0.803 4.124 2.388 0.488
O 0.314 0.608 -2.015 -0.330
S 0.219 -0.465 -3.059 0.916
C 1.740 -1.467 -3.034 0.095
C 2.226 -1.544 -4.471 -0.997
C 2.102 -0.126 -5.018 0.140
C 0.700 0.342 -4.637 -1.092
H 1.528 -2.430 -2.573 0.095
H 2.427 -0.908 -2.395 -0.112
H 1.599 -2.234 -5.047 0.306
H 3.249 -1.921 -4.511 0.393
H 2.258 -0.075 -6.099 0.439
H 2.846 0.513 -4.538 -0.331
H -0.048 0.048 -5.376 0.482
H 0.614 1.412 -4.448 0.378
C -3.904 -2.683 1.180 -1.455
C -4.330 -1.380 0.508 0.409
C -4.522 -0.271 1.537 -1.333
Sb -2.804 -0.838 -0.948 0.193
C -3.581 -2.056 -2.623 0.559
C -5.021 -2.545 -2.515 -1.515
C -2.640 -3.242 -2.825 -1.252
C -3.722 1.047 -1.557 0.867
C -2.850 1.715 -2.616 -1.272
C -5.171 0.954 -2.013 -1.746
H -4.645 -3.000 1.925 0.421
H -2.948 -2.551 1.694 0.223
H -3.780 -3.500 0.462 0.307
H -5.265 -1.537 -0.037 0.340
H -3.573 0.004 2.001 0.041
H -5.209 -0.601 2.328 0.500
H -4.934 0.638 1.093 0.287
H -3.497 -1.390 -3.491 0.261
H -5.148 -3.194 -1.643 0.244
H -5.300 -3.138 -3.397 0.413
H -5.739 -1.730 -2.420 0.267
H -2.702 -3.944 -1.989 0.247
H -1.594 -2.941 -2.885 0.105
H -2.891 -3.799 -3.739 0.431
H -3.673 1.651 -0.646 0.055
H -2.812 1.112 -3.533 0.241
H -1.827 1.852 -2.259 0.136
H -3.250 2.698 -2.892 0.421
H -5.250 0.404 -2.956 0.304
H -5.591 1.953 -2.185 0.454
H -5.805 0.450 -1.280 0.335
S 0.523 -4.247 -0.625 -0.531
C 0.769 -2.649 -0.306 0.329
N 0.900 -1.507 -0.142 0.148
```

Summary:
charge	-2
Kohn-Sham gap (spin up / spin down)	0.198 / 0.200	Ha
energy relative to the best compared isomer or geometry (same formula, charge and spin)	0.0	kJ/mol
maximum force	0.0059	hartree/bohr
2S+1	2

---

The following is a DFT calculation (wB97M-V/def2-TZVPD) of a cluster of 3 separate species, C3H5Cl7 in total.

Geometry as XYZ:
```
15
Properties=species:S:1:pos:R:3:mulliken_charge:R:1
C 3.708 0.192 -0.224 0.019
Cl 3.584 1.452 -1.372 -0.105
Cl 3.496 -1.303 -1.116 -0.103
Cl 2.475 0.426 0.986 -0.120
H 4.674 0.238 0.278 0.344
C -0.018 1.700 -1.132 -0.163
Cl -1.163 0.765 -0.103 0.046
Cl -0.723 3.162 -1.987 -0.071
H 0.797 2.026 -0.487 0.170
H 0.464 0.963 -1.775 0.354
C -3.367 -2.021 1.350 0.060
Cl -4.580 -1.070 0.479 0.137
Cl -3.713 -2.057 3.082 0.024
H -3.204 -2.977 0.852 0.358
H -2.430 -1.496 1.168 0.050
```

Summary:
charge	+1
Kohn-Sham gap (spin up / spin down)	0.382 / 0.102	Ha
energy relative to the best compared isomer or geometry (same formula, charge and spin)	35.4	kJ/mol
maximum force	0.0431	hartree/bohr
2S+1	2

---

The following is a DFT calculation (wB97M-V/def2-TZVPD) of the molecule HIP2S.

Geometry as XYZ:
```
5
Properties=species:S:1:pos:R:3:mulliken_charge:R:1
P 0.872 -0.379 -0.804 0.050
P -0.441 -0.274 0.984 0.058
S 0.160 1.470 0.049 -0.150
I -2.579 -0.603 -0.117 -0.026
H 1.988 -0.214 -0.112 0.069
```

Summary:
Kohn-Sham gap	0.331	Ha
energy relative to the best compared isomer or geometry (same formula, charge and spin)	0.0	kJ/mol
SMILES	IP1#S#[PH]1
maximum force	0.0501	hartree/bohr

---

The following is a DFT calculation (wB97M-V/def2-TZVPD) of the ion C3H6N3 with charge +1.

Geometry as XYZ:
```
12
Properties=species:S:1:pos:R:3:mulliken_charge:R:1
C 1.292 -2.357 0.555 -0.041
C 0.562 -0.437 -1.415 0.138
C -0.546 1.008 0.025 -0.736
N 1.517 -2.161 -0.583 0.486
N 1.360 -1.534 -1.685 -0.727
N 0.059 -0.298 -0.230 -0.108
H 1.357 -2.811 1.560 0.449
H 0.413 -0.919 0.528 0.262
H 0.413 0.325 -2.115 0.379
H -1.417 0.784 0.785 0.278
H -0.889 1.441 -1.019 0.289
H 0.191 1.662 0.473 0.332
```

Summary:
charge	+1
Kohn-Sham gap	0.347	Ha
energy relative to the best compared isomer or geometry (same formula, charge and spin)	373.1	kJ/mol
SMILES	C#[N+]/N=C\NC
maximum force	0.0789	hartree/bohr

---

The following is a DFT calculation (wB97M-V/def2-TZVPD) of a structure of composition C24H68O11Zr.

Geometry as XYZ:
```
104
Properties=species:S:1:pos:R:3:mulliken_charge:R:1
Zr -26.095 2.098 28.665 1.346
C -22.340 0.454 30.528 -1.411
C -22.819 1.371 29.400 0.477
C -21.817 1.350 28.238 -0.937
O -24.139 1.144 29.020 -0.422
H -21.253 0.500 30.598 0.433
H -22.648 -0.575 30.344 0.280
H -22.663 0.862 31.486 0.349
H -22.712 2.347 29.873 0.185
H -21.885 0.378 27.748 0.227
H -20.784 1.496 28.552 0.392
H -22.163 2.065 27.492 0.029
C -24.481 0.300 25.182 -0.902
C -25.570 1.395 25.217 1.641
C -26.625 1.037 24.265 0.501
O -26.086 1.692 26.504 -0.326
H -24.841 -0.655 25.566 0.091
H -23.602 0.650 25.722 -0.033
H -24.183 0.074 24.158 0.276
H -25.035 2.244 24.791 -0.971
H -26.702 -0.040 24.416 -0.242
H -26.241 1.328 23.287 -0.237
H -27.557 1.573 24.443 -0.252
C -21.190 4.126 23.635 -1.258
C -21.797 3.283 24.663 0.655
O -20.834 2.259 24.987 -0.618
H -20.295 4.555 24.086 0.401
H -21.921 4.839 23.255 0.298
H -20.942 3.521 22.763 0.164
H -22.741 2.843 24.339 -0.339
H -22.042 3.903 25.525 0.379
H -21.297 1.604 25.514 0.305
C -23.565 -3.429 27.489 -0.565
C -23.880 -4.402 26.300 -0.610
O -25.252 -4.667 26.327 -0.405
H -23.649 -3.957 28.439 0.460
H -24.108 -2.485 27.449 -0.152
H -22.531 -3.099 27.389 0.378
H -23.153 -5.211 26.223 0.348
H -23.624 -3.783 25.440 0.285
H -25.381 -5.275 27.059 0.311
C -25.447 6.114 22.885 -1.495
C -24.865 4.750 22.564 0.606
O -25.749 4.288 21.591 -0.571
H -26.492 6.212 23.181 0.268
H -25.276 6.872 22.120 0.373
H -24.850 6.594 23.660 0.409
H -24.919 4.034 23.384 -0.319
H -23.842 4.853 22.202 0.464
H -25.277 3.580 21.147 0.300
C -29.676 2.165 22.448 -0.474
C -29.883 3.667 22.851 -0.507
O -28.850 4.113 23.671 -0.404
H -30.372 1.801 21.693 0.467
H -29.944 1.658 23.375 0.062
H -28.682 1.887 22.098 -0.030
H -30.823 3.982 23.303 0.325
H -29.664 4.252 21.958 0.374
H -27.988 4.229 23.266 0.208
C -26.328 -1.575 29.920 -1.211
C -26.692 -1.076 28.547 0.565
O -27.343 0.192 28.781 -0.430
H -25.594 -2.380 29.883 0.230
H -27.177 -2.016 30.444 0.428
H -25.822 -0.846 30.552 0.289
H -27.400 -1.738 28.048 0.383
H -25.771 -1.000 27.970 -0.404
H -28.202 -0.136 29.058 0.288
C -29.886 2.467 26.626 -0.625
C -28.868 3.431 27.214 -0.101
O -28.204 2.851 28.429 -0.419
H -29.326 1.646 26.178 -0.009
H -30.354 2.879 25.731 0.137
H -30.640 1.984 27.247 0.439
H -29.397 4.323 27.549 0.380
H -28.125 3.766 26.491 0.137
H -28.902 3.019 29.067 0.287
C -25.533 1.137 20.477 -0.140
C -24.848 1.894 19.393 -0.592
O -23.873 2.687 19.941 -0.581
H -25.982 0.211 20.117 0.396
H -26.249 1.722 21.054 -0.145
H -24.786 0.743 21.166 0.019
H -25.525 2.599 18.911 0.291
H -24.353 1.167 18.749 0.429
H -23.057 2.277 19.645 0.348
C -21.899 0.290 21.847 -0.347
C -20.393 0.327 21.706 -0.575
O -20.022 1.359 20.857 -0.516
H -22.327 0.425 20.854 0.046
H -22.263 1.094 22.487 -0.042
H -22.197 -0.708 22.172 0.398
H -20.087 -0.614 21.249 0.439
H -19.894 0.370 22.674 0.314
H -19.075 1.334 20.698 0.288
C -29.235 -2.243 24.484 -1.315
C -28.046 -2.988 25.060 0.334
O -28.452 -3.786 26.158 -0.566
H -29.686 -1.608 25.246 0.228
H -29.996 -3.017 24.387 0.415
H -28.920 -1.709 23.587 0.349
H -27.302 -2.224 25.288 -0.155
H -27.687 -3.660 24.281 0.406
H -27.668 -4.318 26.309 0.318
```

Summary:
charge	+1
Kohn-Sham gap (spin up / spin down)	0.244 / 0.291	Ha
maximum force	0.1317	hartree/bohr
2S+1	2

---

The following is a DFT calculation (wB97M-V/def2-TZVPD) of the molecule C4H4FP.

Geometry as XYZ:
```
10
Properties=species:S:1:pos:R:3:mulliken_charge:R:1
C -0.021 0.818 0.775 -0.319
C 0.267 1.140 -0.519 -0.409
C 0.020 -1.444 -0.305 -0.447
C -0.217 -0.506 1.047 0.342
F -0.492 -1.016 2.192 -0.233
P 0.628 -0.307 -1.561 -0.066
H -0.104 1.646 1.487 0.329
H 0.130 2.171 -0.743 0.425
H 0.271 -2.520 -0.210 0.357
H -0.482 0.018 -2.163 0.021
```

Summary:
Kohn-Sham gap (spin up / spin down)	0.299 / 0.299	Ha
energy relative to the best compared isomer or geometry (same formula, charge and spin)	278.8	kJ/mol
SMILES	FC1=CC=[PH]=C1
maximum force	0.1706	hartree/bohr